{
  "formula": "C29H44IrOSSi2Te",
  "method": "ωB97M-V with the def2-TZVPD basis set",
  "elements": ["Ir", "C", "C", "C", "C", "C", "C", "C", "H", "H", "H", "H", "H", "H", "H", "H", "O", "S", "C", "C", "C", "C", "C", "C", "C", "C", "C", "C", "C", "C", "C", "C", "H", "H", "H", "H", "H", "H", "H", "H", "H", "H", "H", "H", "H", "H", "C", "Si", "C", "C", "C", "Te", "C", "Si", "C", "C", "C", "H", "H", "H", "H", "H", "H", "H", "H", "H", "H", "H", "H", "H", "H", "H", "H", "H", "H", "H", "H", "H", "H"],
  "xyz": [[0.7228, 0.8584, 0.8274], [3.0194, 2.7972, -3.0628], [2.8170, 2.5279, -1.6014], [2.6381, 3.6119, -0.7230], [2.2600, 3.3868, 0.5761], [2.2169, 2.0393, 1.0904], [2.6739, 0.9696, 0.2097], [2.7885, 1.1579, -1.2133], [2.1157, 3.3206, -3.4776], [3.1153, 1.8958, -3.7065], [3.8815, 3.4846, -3.2057], [2.6750, 4.6062, -1.1851], [2.1655, 4.2427, 1.2521], [2.4426, 2.0268, 2.1936], [3.3702, 0.2113, 0.6748], [2.6534, 0.3422, -1.9554], [-1.2750, 0.7919, 1.1928], [-1.9056, 1.2385, -0.2489], [-1.3912, 3.0559, -0.6300], [-1.8122, 4.0759, 0.3647], [-3.0338, 4.7950, 0.1101], [-3.5840, 5.7681, 0.9108], [-3.0396, 5.8930, 2.2248], [-1.7923, 5.3127, 2.5017], [-1.2954, 4.3318, 1.6484], [-3.7315, 1.3645, 0.0003], [-4.1387, 0.3717, 1.0586], [-4.0727, 0.5743, 2.4620], [-4.4743, -0.4096, 3.3448], [-4.5970, -1.7237, 2.8813], [-4.6209, -1.9618, 1.5083], [-4.4461, -0.9021, 0.6048], [-1.8236, 3.2268, -1.6704], [-0.3318, 2.9201, -0.7761], [-3.5725, 4.6133, -0.8436], [-4.4835, 6.3018, 0.6054], [-3.4455, 6.5004, 3.0272], [-1.2782, 5.5171, 3.4021], [-0.4077, 3.8059, 1.9324], [-4.2371, 1.1819, -0.9846], [-4.0550, 2.3316, 0.2454], [-3.6177, 1.5215, 2.7911], [-4.6383, -0.2426, 4.3843], [-4.5786, -2.5088, 3.6100], [-4.7857, -2.9935, 1.1624], [-4.5537, -1.0782, -0.5005], [-0.8811, -0.7499, -3.2030], [-0.4942, -2.5428, -2.8221], [0.0938, -3.1425, -4.5126], [-1.9193, -3.5981, -2.1020], [0.9920, -2.6288, -1.5909], [0.6481, -1.7917, 0.4526], [1.7420, -3.5698, 1.3931], [3.6797, -3.6220, 1.4493], [3.9406, -2.6027, 2.9909], [4.4983, -2.8403, -0.0726], [4.3650, -5.4340, 1.6141], [-1.4953, -0.7469, -4.0884], [0.0152, -0.1308, -3.3549], [-1.5191, -0.3464, -2.4085], [-0.6139, -2.8277, -5.3025], [0.2969, -4.1700, -4.5354], [1.0604, -2.6769, -4.7403], [-2.7883, -3.5280, -2.7937], [-2.3369, -3.2284, -1.1427], [-1.5444, -4.6151, -2.0552], [1.8367, -2.1096, -2.0862], [1.4291, -3.6770, -1.4714], [1.1749, -4.4050, 0.9345], [1.3037, -3.4084, 2.3738], [3.0719, -1.9482, 3.2469], [4.9109, -2.0698, 2.9203], [4.1259, -3.3088, 3.8517], [4.2799, -1.8166, -0.4186], [4.4666, -3.5366, -0.9757], [5.5628, -2.6603, 0.2999], [4.3729, -5.6589, 2.6797], [5.4025, -5.4860, 1.2682], [3.7860, -6.2743, 1.1890]],
  "forces_ev_per_angstrom": [[-3.2, -1.6, 0.3], [-0.5, 0.4, -0.7], [0.1, -0.6, -2.1], [-0.5, 0.0, -0.5], [0.6, 0.6, -0.2], [3.2, 2.1, 0.9], [2.2, -1.7, 1.0], [-1.1, 1.3, 1.0], [0.7, -0.1, 0.4], [0.3, 0.5, 0.7], [-0.5, -0.4, -0.1], [0.2, -0.3, 0.5], [-0.2, -0.3, -0.1], [0.0, -0.4, -0.9], [-1.0, 0.5, -0.5], [0.7, 0.6, 0.6], [-1.0, 1.1, -1.6], [-0.1, 0.6, 0.5], [-0.7, -1.0, -0.7], [-3.7, 1.5, -0.4], [2.2, -2.6, -3.1], [-0.7, 0.4, 2.7], [1.9, 0.3, 0.9], [-2.7, 0.7, -0.5], [1.3, -0.3, -1.3], [-0.8, -1.3, 0.1], [0.5, -0.9, 0.4], [0.2, 1.3, -1.1], [0.5, -0.6, -0.6], [0.1, 0.9, -0.7], [0.0, -0.4, -0.1], [-0.4, -1.0, -0.9], [0.3, -0.2, 1.4], [0.5, 0.3, 0.1], [0.5, 0.0, 0.6], [0.3, 0.2, 0.0], [-0.4, 0.2, -0.5], [0.3, 0.2, 0.9], [0.4, -0.4, 0.4], [0.9, -0.3, 0.6], [0.2, 1.7, 0.6], [-0.8, -0.3, 0.2], [0.4, 0.4, 0.6], [-0.6, -0.4, 0.1], [0.1, 0.6, 0.0], [0.1, 0.0, 1.2], [-0.1, 0.0, 1.3], [-0.7, -0.7, -1.0], [0.2, 1.5, 0.6], [-0.1, 1.6, -0.5], [0.8, -0.5, 0.0], [1.7, -2.8, -1.8], [-1.9, 0.0, 0.0], [1.2, -0.2, -0.5], [0.6, -0.5, 0.8], [0.9, -0.1, -0.3], [-1.1, 0.3, 0.2], [-0.1, 0.1, -0.5], [-0.3, -0.1, 0.0], [0.2, 0.3, -0.1], [0.2, -0.3, 0.4], [0.0, -1.6, -0.3], [-0.1, 0.2, -0.1], [0.6, -0.3, 0.2], [0.5, -0.4, -0.2], [-0.3, -0.3, 0.2], [-0.4, 0.4, 0.5], [-0.9, 1.2, 0.4], [0.3, 0.4, 0.0], [0.3, -0.4, 0.4], [0.9, -0.3, -0.1], [-0.7, 0.2, 0.0], [-0.5, 0.7, -0.7], [-0.6, -0.3, 0.2], [0.4, 0.9, 1.2], [-1.0, -0.8, -0.7], [0.1, 0.1, 0.2], [-0.2, 0.2, -0.2], [0.2, 0.6, -0.2]],
  "e_homo_ha": [-0.6795, -0.6784],
  "gap_ev": [6.75, 2.96],
  "s2": 8.805,
  "spin_multiplicity": 6,
  "largest_force_ev_per_a": 4.67,
  "charge": 4,
  "lumo_ev": [-11.74, -15.50]
}



{
  "formula": "C29H45As2CaN9O2",
  "method": "ωB97M-V with the def2-TZVPD basis set",
  "elements": ["Ca", "C", "As", "C", "C", "C", "C", "C", "C", "C", "As", "C", "C", "H", "H", "H", "H", "H", "H", "H", "H", "H", "H", "H", "H", "H", "H", "H", "H", "O", "C", "O", "C", "C", "C", "C", "C", "C", "N", "C", "C", "C", "C", "C", "C", "N", "H", "H", "H", "H", "H", "H", "H", "H", "H", "H", "N", "C", "C", "N", "H", "H", "H", "H", "H", "H", "H", "H", "C", "N", "C", "C", "N", "N", "C", "N", "N", "H", "H", "H", "H", "H", "H", "H", "H", "H", "H", "H"],
  "xyz": [[-0.3782, -0.3824, 0.1196], [-0.8866, -2.7329, -3.8235], [-0.1358, -1.1503, -2.9215], [1.6488, -1.2682, -3.7516], [-0.8184, 0.2760, -4.0805], [-1.1938, -0.0013, -5.3929], [-1.5933, 1.0114, -6.2491], [-1.6145, 2.3232, -5.7997], [-1.2472, 2.6086, -4.4947], [-0.8478, 1.5991, -3.6219], [-0.2950, 1.9897, -1.7807], [-1.0697, 3.7786, -1.5580], [1.5270, 2.5960, -2.1917], [-0.4283, -2.8787, -4.7991], [-1.9628, -2.6162, -3.9437], [-0.6950, -3.6228, -3.2229], [1.5530, -1.1368, -4.8276], [2.0894, -2.2468, -3.5582], [2.3152, -0.4990, -3.3618], [-1.1756, -1.0195, -5.7604], [-1.8862, 0.7755, -7.2635], [-1.9152, 3.1224, -6.4641], [-1.2774, 3.6375, -4.1603], [-0.5970, 4.4922, -2.2295], [-0.9012, 4.1117, -0.5339], [-2.1421, 3.7611, -1.7477], [1.5020, 3.2593, -3.0541], [2.1725, 1.7460, -2.4106], [1.9312, 3.1375, -1.3344], [-3.1679, 1.4476, 7.6495], [-2.9689, 1.7949, 6.3765], [-3.2409, 2.8890, 5.9718], [-2.3696, 0.7698, 5.4533], [-2.7558, 0.7983, 4.1186], [-2.1141, 0.0043, 3.1925], [-1.0539, -0.8241, 3.5689], [-0.7125, -0.8951, 4.9208], [-1.3642, -0.1046, 5.8527], [-0.3968, -1.5170, 2.5258], [0.4165, -2.4666, 2.7570], [1.0828, -3.2033, 1.6797], [1.8337, -4.3315, 1.9958], [2.4642, -5.0303, 0.9780], [2.3174, -4.5805, -0.3231], [1.5357, -3.4533, -0.5456], [0.9296, -2.7715, 0.4196], [-3.0255, 0.5101, 7.8159], [-3.5619, 1.4618, 3.8309], [-2.4059, 0.0127, 2.1508], [0.0879, -1.5378, 5.2612], [-1.0454, -0.1518, 6.8869], [0.6498, -2.8230, 3.7611], [1.9218, -4.6640, 3.0219], [3.0575, -5.9078, 1.1965], [2.7975, -5.0893, -1.1470], [1.3863, -3.0815, -1.5526], [-2.8688, 0.3063, -0.4139], [-3.8612, -0.7543, -0.1578], [-3.3413, -2.0579, -0.7445], [-2.0010, -2.3316, -0.2042], [-3.2021, 1.1862, -0.0326], [-2.8122, 0.4476, -1.4207], [-4.8400, -0.5285, -0.5863], [-3.9878, -0.8671, 0.9216], [-3.2615, -1.9498, -1.8296], [-4.0552, -2.8592, -0.5427], [-1.5710, -3.0932, -0.7164], [-2.0858, -2.6492, 0.7587], [4.6420, 0.0661, -0.1010], [3.9652, 1.1435, 0.6049], [4.7399, 2.3770, 0.7068], [2.6222, 1.0513, 0.7905], [1.8632, 0.1676, 0.2360], [2.1103, 1.9597, 1.7058], [0.7931, 2.3145, 1.9480], [0.6757, 3.3539, 2.8144], [-0.2025, 1.7228, 1.3882], [5.7047, 0.1266, 0.1215], [4.5185, 0.1323, -1.1876], [4.2790, -0.8998, 0.2501], [5.6892, 2.1677, 1.1973], [4.2238, 3.1470, 1.2720], [4.9478, 2.7777, -0.2886], [2.3703, -0.3872, -0.4452], [2.7889, 2.3946, 2.3047], [1.4715, 3.8230, 3.2086], [-0.2208, 3.6043, 3.1940], [-1.0693, 2.1817, 1.6486]],
  "forces_ev_per_angstrom": [[-0.7, -0.5, 0.3], [0.0, 0.1, 0.2], [0.2, 0.0, -0.8], [0.0, 0.0, 0.2], [0.0, 0.0, 0.1], [0.0, -0.1, 0.0], [0.0, 0.0, 0.0], [0.0, 0.0, 0.0], [0.0, 0.1, 0.0], [0.0, -0.1, 0.1], [0.2, 0.5, -0.7], [0.0, -0.1, 0.1], [0.0, 0.0, 0.1], [0.0, 0.0, 0.0], [0.0, 0.0, 0.0], [0.0, 0.0, 0.0], [0.0, 0.0, 0.0], [0.0, 0.0, 0.0], [0.0, 0.0, 0.0], [0.0, 0.0, 0.0], [0.0, 0.0, 0.0], [0.0, 0.0, 0.0], [0.0, 0.0, 0.0], [0.0, 0.0, 0.0], [0.0, 0.0, 0.0], [0.0, 0.0, 0.0], [0.0, 0.0, 0.0], [0.0, 0.0, 0.0], [0.0, 0.0, 0.0], [0.0, 0.2, 0.3], [-0.1, -0.1, -0.3], [0.0, 0.0, 0.1], [0.2, -0.1, 0.1], [-0.2, 0.1, 0.0], [0.3, -0.2, 0.0], [-0.3, 0.1, 0.5], [0.2, 0.0, -0.2], [-0.1, 0.0, 0.0], [0.1, 0.0, -0.3], [-0.2, 0.0, 0.2], [0.2, -0.3, -0.2], [0.0, 0.1, 0.0], [0.0, 0.0, -0.1], [0.0, 0.0, 0.1], [0.0, 0.0, 0.0], [0.0, 0.2, 0.0], [0.0, -0.1, -0.1], [0.0, 0.0, 0.0], [-0.1, 0.1, 0.0], [0.0, 0.0, 0.0], [0.0, 0.0, 0.0], [-0.1, 0.0, 0.0], [0.0, 0.1, 0.0], [0.0, 0.0, 0.0], [0.0, 0.0, 0.0], [0.1, 0.0, 0.0], [-0.1, 0.0, 0.1], [0.1, -0.2, -0.1], [-0.1, 0.2, 0.1], [-0.2, -0.2, 0.1], [0.0, 0.0, -0.1], [0.0, 0.1, 0.0], [0.0, 0.0, 0.0], [0.0, 0.0, 0.0], [0.0, 0.0, 0.0], [0.0, 0.0, -0.1], [0.0, -0.1, 0.1], [0.0, -0.1, 0.0], [0.0, 0.0, 0.0], [0.0, -0.1, 0.1], [0.0, 0.0, 0.0], [0.2, 0.0, -0.2], [0.4, 0.0, 0.1], [-0.1, 0.1, 0.0], [-0.2, 0.1, 0.1], [0.1, 0.0, 0.0], [0.1, -0.1, 0.1], [0.0, 0.0, 0.0], [0.0, 0.0, 0.0], [0.0, 0.0, 0.0], [0.0, 0.0, 0.0], [0.0, 0.0, -0.1], [0.0, 0.0, 0.0], [0.2, 0.1, 0.0], [0.0, 0.0, 0.0], [0.0, 0.0, 0.0], [0.0, -0.1, 0.0], [0.0, 0.0, 0.1]],
  "e_homo_ha": -0.4899,
  "gap_ev": 7.57,
  "e_above_lowest_kj_mol": 45.8,
  "largest_force_ev_per_a": 0.90,
  "charge": 2,
  "lumo_ev": -5.76
}



{
  "formula": "C29H45B2F5N2O6P",
  "method": "ωB97M-V with the def2-TZVPD basis set",
  "elements": ["C", "C", "C", "C", "C", "C", "C", "O", "C", "C", "C", "C", "C", "C", "C", "C", "C", "C", "C", "C", "N", "C", "C", "C", "C", "C", "N", "C", "O", "C", "C", "F", "B", "O", "O", "C", "C", "P", "O", "O", "H", "H", "H", "H", "H", "H", "H", "H", "H", "H", "H", "H", "H", "H", "H", "H", "H", "H", "H", "H", "H", "H", "H", "H", "H", "H", "H", "H", "H", "H", "H", "H", "H", "H", "H", "H", "H", "H", "H", "H", "H", "H", "H", "H", "H", "B", "F", "F", "F", "F"],
  "xyz": [[0.7755, -5.8616, -0.7869], [0.7826, -5.0243, -2.0870], [-0.2949, -3.9213, -2.1033], [0.3155, -2.5306, -2.3083], [1.0822, -2.0685, -1.0673], [1.7147, -0.6863, -1.2583], [1.6207, 0.2606, -0.0447], [0.5443, -0.0246, 0.8039], [-0.6881, 0.6875, 0.5796], [-1.4047, 0.2023, -0.6656], [-2.7135, 0.9616, -0.9924], [-3.9047, 0.0399, -1.1232], [-3.8720, -1.1100, -1.9158], [-5.0091, -1.9103, -2.0264], [-6.1959, -1.5886, -1.3667], [-6.2358, -0.4495, -0.5635], [-5.0983, 0.3508, -0.4539], [-0.5303, 2.2217, 0.6871], [-0.2895, 3.1453, -0.5127], [0.1108, 2.7414, -1.8977], [-0.4259, 4.3921, -0.3401], [-1.5248, 0.2426, 1.8143], [-1.1308, 0.6836, 3.0814], [-1.8720, 0.2764, 4.1797], [-2.9553, -0.5618, 3.9457], [-3.2551, -0.9692, 2.6598], [-2.5461, -0.5658, 1.6005], [2.9576, 0.1610, 0.7979], [3.3530, -1.2217, 0.7394], [4.6751, -1.4801, 0.9950], [4.8555, -2.9730, 1.2202], [5.1102, -0.7862, 2.1216], [3.9722, 1.1846, 0.1006], [4.5290, 0.7892, -1.0955], [4.3552, 2.4068, 0.6065], [3.3481, 3.4331, 0.6675], [3.4516, 4.2622, 1.9420], [2.4678, 0.6773, 2.5554], [2.3796, -0.8341, 3.1730], [3.8331, 1.3176, 3.2051], [0.1845, -5.3932, -0.0053], [0.3311, -6.8361, -0.9792], [1.7755, -6.0202, -0.3923], [0.6280, -5.6964, -2.9256], [1.7724, -4.5845, -2.1810], [-0.8644, -3.9175, -1.1778], [-0.9556, -4.1022, -2.9490], [1.0367, -2.6181, -3.1226], [-0.4493, -1.7959, -2.5501], [1.8933, -2.7857, -0.9350], [0.4653, -2.1480, -0.1773], [1.1870, -0.1964, -2.0794], [2.7361, -0.7962, -1.6001], [1.6159, 1.2780, -0.4352], [-1.6042, -0.8604, -0.6041], [-0.7630, 0.3127, -1.5349], [-2.9684, 1.6921, -0.2310], [-2.6354, 1.5061, -1.9299], [-2.9644, -1.3777, -2.4382], [-4.9742, -2.8023, -2.6382], [-7.0866, -2.1914, -1.4625], [-7.1259, -0.1408, -0.0371], [-5.1311, 1.2395, 0.1599], [0.2932, 2.3969, 1.3811], [-1.4259, 2.5969, 1.1693], [-0.6522, 2.1589, -2.4019], [0.2171, 3.6477, -2.4823], [1.0545, 2.2016, -1.9830], [-0.7418, 4.5886, 0.6113], [-0.2834, 1.3315, 3.2204], [-1.6215, 0.6036, 5.1766], [-3.5697, -0.8973, 4.7697], [-4.0872, -1.6344, 2.4831], [5.3112, -1.1615, 0.1673], [3.9829, -3.5217, 0.8853], [5.0812, -3.1694, 2.2620], [5.7074, -3.3309, 0.6454], [4.7159, 1.5905, -1.5992], [3.4822, 4.0765, -0.2005], [2.3355, 3.0352, 0.5991], [4.3772, 4.0704, 2.4707], [2.6467, 3.9721, 2.6141], [3.3010, 5.3151, 1.7282], [1.8699, -0.7992, 3.9872], [4.6509, 1.0452, 2.7688], [-3.8080, 4.8584, -2.1858], [-2.8852, 3.8149, -2.4379], [-3.1205, 6.0665, -2.0031], [-4.6918, 4.9697, -3.2731], [-4.5306, 4.5385, -1.0136]],
  "forces_ev_per_angstrom": [[-0.1, -0.1, -0.4], [-0.2, -0.1, 0.9], [0.5, 0.3, -0.7], [0.2, -0.3, 0.7], [0.5, -0.4, -0.4], [-0.9, 0.1, -0.2], [1.6, -0.6, 0.0], [-0.2, 0.4, -0.2], [-0.9, -0.4, 0.7], [0.0, 0.4, -1.0], [-0.4, -0.7, 0.2], [-0.5, 0.0, 0.2], [-0.6, 0.2, 0.4], [-0.1, 0.0, 0.0], [0.3, 0.4, 0.2], [0.7, 0.2, -0.3], [0.1, -0.4, -0.3], [0.3, -0.4, -0.6], [-0.1, 0.2, 0.1], [0.2, 0.0, -0.6], [0.2, 0.2, 0.2], [0.8, 0.3, -0.4], [-0.5, -0.2, 0.4], [0.0, -0.1, -0.7], [-0.2, -0.1, 0.4], [0.4, 0.4, 0.1], [-0.2, -0.2, 0.3], [-0.6, 0.0, 0.2], [0.1, 0.3, 0.3], [0.0, -1.1, -0.6], [0.4, 0.1, -0.2], [0.3, 0.2, 0.2], [0.6, -0.3, 0.0], [-0.5, 0.1, 0.0], [-0.7, 0.0, -0.5], [0.1, 0.6, 0.3], [-0.6, -0.4, 0.1], [-0.1, 0.6, 0.0], [0.1, -0.2, 0.1], [-0.1, -0.1, -0.2], [0.0, 0.1, 0.1], [0.0, -0.1, 0.1], [0.1, -0.1, 0.0], [0.1, 0.0, -0.2], [0.1, 0.1, -0.2], [-0.2, -0.1, 0.0], [-0.4, -0.1, 0.1], [-0.1, 0.3, -0.3], [-0.1, 0.0, -0.2], [0.1, -0.1, 0.3], [-0.2, 0.2, 0.1], [0.0, 0.1, -0.1], [0.2, 0.1, 0.1], [-0.5, 0.1, 0.2], [0.0, -0.2, 0.4], [0.3, 0.1, 0.1], [0.1, 0.2, 0.0], [0.1, 0.3, 0.0], [0.1, -0.1, -0.1], [0.0, 0.0, -0.1], [0.0, -0.2, -0.1], [-0.2, -0.1, 0.0], [0.0, 0.1, 0.0], [0.0, 0.0, 0.1], [-0.1, 0.1, 0.1], [-0.2, -0.1, 0.1], [-0.1, 0.2, 0.0], [0.0, -0.1, 0.2], [-0.1, 0.1, 0.0], [0.2, 0.1, -0.2], [0.0, 0.0, 0.1], [0.0, -0.1, 0.0], [-0.1, -0.1, -0.2], [0.1, 0.5, 0.1], [-0.2, 0.0, 0.1], [-0.3, 0.0, 0.2], [0.1, 0.0, -0.1], [0.5, -0.1, 0.0], [0.1, 0.0, -0.2], [0.0, -0.3, -0.1], [0.3, 0.2, -0.1], [0.0, -0.1, 0.2], [0.2, 0.2, 0.0], [-0.1, -0.1, 0.0], [0.0, -0.1, 0.2], [-0.1, 0.0, 0.1], [0.1, -0.1, -0.1], [0.0, 0.0, 0.0], [0.0, 0.0, 0.0], [0.0, 0.0, 0.1]],
  "e_homo_ha": -0.2372,
  "gap_ev": 8.44,
  "largest_force_ev_per_a": 1.76,
  "charge": -1,
  "lumo_ev": 1.98
}



| no. | E (Eh) |
| --- | --- |
| 1 | -2554.37242 |
| 2 | -6924.22420 |
| 3 | -2583.79006 |